The following is a DFT calculation (ωB97M-V/def2-TZVPD) of C36H30ClHgIN5O4 as an isolated structure.

```
78
C36H30ClHgIN5O4 ωB97M-V/def2-TZVPD
Hg -0.376 0.140 0.354
I -3.258 0.544 5.166
Cl 1.907 -1.008 6.961
O -1.684 0.126 2.442
O 0.638 -1.564 -6.531
O -0.967 3.694 0.384
O 2.996 1.712 -0.657
N 0.894 2.325 0.071
N -1.034 -1.319 -5.030
N 1.021 4.546 -0.378
N 1.690 -0.975 -1.917
N 0.932 -0.507 1.891
C -4.420 1.809 -2.341
C 3.087 -1.248 2.617
C 3.491 4.692 -0.225
C 5.834 4.705 0.345
C -1.663 0.267 -1.275
C 2.731 4.554 -5.158
C 0.863 -0.647 5.580
C 2.976 -0.791 -2.198
C 3.390 5.984 0.282
C 2.062 5.502 -4.397
C 1.383 -0.755 4.269
C 0.278 -1.380 -5.379
C 2.608 -1.056 -4.543
C -2.379 0.484 -2.233
C 5.728 5.996 0.841
C 1.910 5.316 -3.031
C 0.498 -0.453 3.211
C 2.721 -1.151 3.972
C 0.860 -1.192 -2.927
C 3.098 3.246 -3.165
C -0.430 -0.269 5.834
C -0.886 -0.082 3.416
C -4.121 -0.111 -3.906
C 4.729 4.057 -0.189
C 4.497 6.634 0.809
C 2.097 2.531 -0.461
C -1.279 0.015 4.770
C 2.420 4.187 -2.395
C 3.484 -0.844 -3.492
C -3.392 1.018 -3.165
C 2.268 4.036 -0.873
C 0.193 3.514 0.071
C 2.204 -0.927 1.628
C 1.261 -1.221 -4.257
C 3.244 3.427 -4.533
C -2.735 1.968 -4.175
H 6.785 4.187 0.381
H 1.650 6.388 -4.867
H 1.380 6.069 -2.461
H 2.844 4.688 -6.227
H 2.939 -1.082 -5.573
H -0.780 -0.194 6.855
H 3.757 2.670 -5.116
H -1.996 1.454 -4.793
H -3.927 2.619 -1.802
H 2.429 6.481 0.295
H 0.593 5.417 -0.626
H -4.896 1.163 -1.603
H 3.616 -0.554 -1.357
H 3.412 -1.381 4.768
H 4.391 7.637 1.207
H -3.494 2.400 -4.834
H -4.602 -0.782 -3.193
H -5.189 2.229 -2.998
H -2.222 2.775 -3.652
H -1.689 -1.266 -5.790
H 2.467 -0.979 0.582
H 4.081 -1.578 2.335
H -1.318 -0.923 -4.144
H 3.484 2.360 -2.678
H 4.804 3.045 -0.560
H 6.594 6.496 1.260
H 4.541 -0.689 -3.664
H -3.435 -0.710 -4.510
H -0.173 -1.321 -2.626
H -4.886 0.302 -4.570
```

Summary:
**HOMO-LUMO gap (alpha / beta)**: 3.425 / 5.205 eV
**Net charge**: -2
**Spin multiplicity**: 2
**ΔE to the lowest compared entry with this formula, charge and spin**: 0.00 kJ/mol
**Total energy**: -78259.4855 eV
**HOMO (alpha / beta)**: 0.60 / -1.18 eV
**<S²>**: 0.7671
**Strongest force on any atom**: 0.45 eV/Å



The following is a DFT calculation (ωB97M-V/def2-TZVPD) of C36H30GeN2O5PdS5 as an isolated structure.

```
80
C36H30GeN2O5PdS5 ωB97M-V/def2-TZVPD
Pd 2.664 1.999 -0.487
Ge 0.375 -3.099 0.528
S 4.610 3.294 -4.703
S 6.779 2.174 -2.999
S -0.651 2.294 -0.980
S 2.556 2.847 -2.622
S 4.934 1.674 -0.740
O 2.732 0.922 1.298
O -1.219 3.447 -1.624
O 7.148 3.175 -5.409
O 2.459 -0.281 -0.504
O -0.317 1.148 -1.781
N 2.367 4.081 0.369
N 0.717 2.703 -0.186
C -0.266 -2.256 -2.204
C 0.135 -6.292 3.305
C 4.166 2.748 -3.114
C -1.020 -6.961 2.928
C -3.584 3.523 0.731
C -2.138 0.485 2.483
C 0.822 6.294 0.753
C 0.016 -3.344 -1.376
C -1.318 -5.406 1.119
C -0.157 -4.722 1.482
C 2.297 -2.742 0.840
C -0.133 -4.797 -3.309
C 2.591 -0.223 0.740
C 2.621 -1.455 1.599
C 1.040 3.997 0.186
C -2.327 -0.791 2.896
C -0.695 -1.634 1.272
C -1.867 1.759 0.352
C -2.936 1.039 -0.398
C -4.494 2.883 -0.146
C 0.559 -5.182 2.586
C -0.496 -0.363 0.820
C -2.366 3.004 1.005
C -0.481 -2.436 -3.563
C -1.747 -6.516 1.833
C 2.940 5.224 0.740
C -0.416 -3.706 -4.118
C 0.083 -4.614 -1.949
C 0.220 5.117 0.362
C -1.613 -1.871 2.326
C 6.352 2.935 -4.557
C -1.159 0.844 1.407
C -5.796 3.528 -0.500
C -4.140 1.611 -0.650
C 5.183 2.228 -2.315
C 2.199 6.364 0.958
H -2.701 1.291 2.938
H -0.585 -3.846 -5.178
H 1.462 -4.671 2.899
H -1.353 -7.827 3.486
H -3.040 -0.991 3.687
H 2.680 7.281 1.265
H -0.080 -5.791 -3.736
H -0.697 -1.577 -4.186
H -1.706 3.483 1.719
H 3.625 -1.489 2.033
H -1.773 -2.876 2.693
H 0.301 -5.477 -1.330
H 0.706 -6.633 4.160
H -3.890 4.445 1.215
H 4.016 5.204 0.859
H -6.251 4.009 0.368
H -6.503 2.803 -0.902
H -0.319 -1.253 -1.806
H -4.870 1.064 -1.235
H 2.714 -3.593 1.381
H 1.941 -1.270 2.433
H 2.781 -2.724 -0.137
H 0.200 -0.178 0.016
H -1.895 -5.071 0.264
H 0.212 7.177 0.893
H -5.653 4.304 -1.259
H -2.695 0.051 -0.768
H -2.650 -7.034 1.534
H -0.369 1.480 1.843
H -0.838 5.056 0.164
```

Summary:
**HOMO-LUMO gap (alpha / beta)**: 5.050 / 6.243 eV
**Net charge**: 0
**Spin multiplicity**: 5
**ΔE to the lowest compared entry with this formula, charge and spin**: 0.00 kJ/mol
**Total energy**: -165205.8966 eV
**HOMO (alpha / beta)**: -6.77 / -8.89 eV
**<S²>**: 6.0923
**Strongest force on any atom**: 0.12 eV/Å



The following is a DFT calculation (ωB97M-V/def2-TZVPD) of C36H30IN4O2PSTi as an isolated structure at a distorted geometry.

```
76
C36H30IN4O2PSTi ωB97M-V/def2-TZVPD
I -0.328 2.043 2.256
Ti -0.175 -0.006 0.488
S 2.825 -1.774 -2.090
P -1.089 1.751 -1.537
O 1.491 -0.398 0.757
O 2.562 -5.908 2.819
N -0.586 -1.656 1.372
N 3.208 -0.274 -4.229
N 4.330 -2.483 1.310
N 5.114 -0.979 -3.040
C -3.614 0.087 0.686
C 3.023 3.808 -1.093
C -1.729 2.602 -3.035
C 1.837 4.478 -0.835
C -0.722 0.131 -2.313
C -0.307 -2.176 -1.803
C -1.950 -1.467 1.460
C 1.779 1.810 -1.616
C -0.529 -0.879 -1.370
C 1.860 -5.239 1.796
C 2.370 -3.836 1.574
C -2.810 3.585 -5.400
C 2.173 -1.464 1.081
C 1.531 -2.704 1.424
C 2.988 2.480 -1.486
C -0.507 -1.444 -4.093
C -3.601 2.850 -4.531
C 0.129 -2.730 1.616
C -4.529 -0.512 1.562
C -4.167 -1.609 2.322
C 5.407 0.354 -4.942
C -2.876 -2.114 2.276
C -1.490 3.845 -5.076
C 0.627 3.829 -0.983
C -2.326 -0.384 0.642
C 3.584 -1.418 1.096
C 0.586 2.493 -1.386
C -0.946 3.356 -3.902
C -3.064 2.364 -3.354
C 4.281 -0.115 0.859
C 3.729 -0.953 -3.199
C 4.000 0.343 -5.063
C 3.735 -3.654 1.501
C -0.318 -2.456 -3.166
C 5.940 -0.336 -3.891
C -0.693 -0.137 -3.678
H 5.459 -1.523 -2.257
H 3.690 0.503 0.186
H 6.026 0.883 -5.646
H -0.873 4.425 -5.747
H 1.770 0.771 -1.940
H 3.967 4.323 -0.992
H 0.785 -5.260 2.008
H -2.584 -2.960 2.886
H -3.216 3.940 -6.336
H -0.150 -3.470 -3.498
H -0.118 -2.980 -1.100
H 7.000 -0.401 -3.695
H 3.912 1.959 -1.701
H 4.397 -4.501 1.620
H 4.396 0.419 1.803
H 2.028 -5.828 0.889
H -4.891 -2.068 2.978
H -5.524 -0.104 1.648
H 3.513 0.868 -5.873
H -3.928 0.929 0.081
H -0.367 -3.635 1.967
H -0.503 -1.673 -5.149
H -0.303 4.349 -0.786
H -0.819 0.656 -4.404
H -4.634 2.658 -4.778
H -3.678 1.784 -2.677
H 1.848 5.513 -0.529
H 5.266 -0.300 0.442
H 0.089 3.551 -3.661
H 2.578 -5.339 3.597
```

Summary:
**HOMO-LUMO gap**: 6.284 eV
**Net charge**: 0
**Spin multiplicity**: 1
**Total energy**: -99214.0047 eV
**HOMO**: -7.62 eV
**Strongest force on any atom**: 5.75 eV/Å



The following is a DFT calculation (ωB97M-V/def2-TZVPD) of C36H30KN5O3S3 as an isolated structure at a distorted geometry.

```
78
C36H30KN5O3S3 ωB97M-V/def2-TZVPD
K -0.392 0.505 0.519
S 6.296 -0.279 -3.413
S -4.724 -3.549 0.175
S 0.022 3.537 1.945
O -4.681 1.962 1.006
O -0.078 2.670 3.158
O -3.988 0.462 3.272
N 1.632 -0.556 -1.201
N -1.881 1.729 -1.181
N -0.776 -1.852 -0.769
N -0.625 -0.580 2.786
N -2.645 0.879 1.404
C -0.891 -1.065 5.491
C 3.885 -0.569 -2.070
C 2.275 -3.856 -2.785
C 3.713 -1.853 -2.523
C 5.133 0.191 -2.246
C -1.917 -0.474 4.780
C -2.933 0.434 2.661
C -2.221 -3.756 -1.023
C -1.219 -4.426 -1.684
C 1.497 2.947 1.059
C -2.466 2.587 -3.333
C 1.097 -4.476 -2.588
C -4.021 -5.547 -1.236
C -1.927 -2.448 -0.579
C 0.023 -3.808 -1.903
C 6.816 1.774 -2.004
C -1.747 -0.229 3.421
C 7.356 0.982 -2.970
C 0.718 6.155 1.387
C -4.102 2.485 -1.595
C 0.663 5.121 2.499
C 0.200 -2.504 -1.427
C 2.787 0.026 -1.414
C -3.131 1.938 -0.761
C 0.276 -1.421 4.831
C -1.562 2.044 -2.436
C -3.763 2.811 -2.894
C 1.471 -1.828 -1.643
C -5.831 -4.829 0.001
C 2.489 -2.511 -2.319
C 5.537 1.318 -1.584
C -5.339 -5.822 -0.793
C -3.568 1.572 0.691
C 2.528 2.338 1.993
C -3.544 -4.350 -0.773
C 0.357 -1.160 3.475
H 3.005 3.086 2.626
H 2.058 1.608 2.652
H -0.047 5.409 3.276
H -1.003 -1.249 6.552
H -0.227 6.205 0.845
H -2.157 2.823 -4.342
H 1.889 3.773 0.461
H 3.310 1.844 1.413
H 1.624 4.955 2.990
H 4.964 1.792 -0.801
H -0.538 1.846 -2.739
H -4.505 3.233 -3.561
H 1.510 5.947 0.667
H -5.894 -6.715 -1.039
H -6.795 -4.775 0.480
H 0.911 7.142 1.807
H 7.318 2.637 -1.594
H 4.508 -2.388 -3.031
H 1.248 -1.436 2.917
H -5.091 2.634 -1.186
H -3.451 -6.210 -1.871
H 0.940 -5.487 -2.941
H 2.881 1.050 -1.064
H 1.100 -1.892 5.349
H -1.370 -5.438 -2.040
H -2.856 -0.184 5.230
H 8.310 1.086 -3.460
H 1.140 2.210 0.340
H -2.667 -1.863 -0.038
H 3.085 -4.358 -3.300
```

Summary:
**HOMO-LUMO gap**: 7.051 eV
**Net charge**: 0
**Spin multiplicity**: 1
**Total energy**: -100244.1772 eV
**HOMO**: -7.71 eV
**Strongest force on any atom**: 1.10 eV/Å



The following is a DFT calculation (ωB97M-V/def2-TZVPD) of C36H30N8S2Sn as an isolated structure.

```
77
C36H30N8S2Sn ωB97M-V/def2-TZVPD
Sn 0.403 -0.575 0.444
S -1.638 -1.881 0.454
S -0.832 1.387 1.172
N 9.288 0.252 -1.176
N -3.330 1.366 1.979
N 1.364 -0.949 2.404
N 2.446 -0.383 0.073
N -3.450 -1.409 2.313
N 0.555 -0.434 -1.760
N 2.752 -1.125 4.756
N 0.961 0.190 -4.401
C 7.165 -0.656 -1.764
C 1.970 0.189 -3.540
C -4.485 3.763 4.112
C -2.164 3.131 4.313
C -4.606 0.731 2.353
C -2.181 3.504 5.647
C -2.947 -3.353 3.772
C -1.647 -4.199 6.080
C -0.247 -0.123 -3.958
C 6.583 0.009 -0.683
C 0.726 -1.241 3.539
C -3.666 -2.894 2.534
C 2.696 -0.771 2.412
C 3.322 -0.481 1.103
C 5.150 -0.121 -0.420
C 4.672 -0.361 0.882
C -3.633 -3.405 4.984
C -0.965 -4.170 4.868
C -3.314 2.866 2.090
C -2.336 0.633 1.608
C 3.376 -0.841 3.622
C 1.789 -0.130 -2.200
C 2.871 -0.167 -1.193
C -4.498 4.136 5.449
C 8.530 -0.509 -1.956
C 8.732 0.895 -0.156
C 4.211 -0.024 -1.464
C -3.348 4.007 6.214
C -0.468 -0.437 -2.620
C -3.319 3.260 3.542
C -4.329 -0.527 3.124
C -2.538 -0.880 1.572
C -1.611 -3.750 3.715
C -2.982 -3.823 6.136
C 1.444 -1.337 4.724
C 7.382 0.798 0.145
H -1.281 3.433 6.243
H -4.743 -2.996 2.655
H -4.686 -3.152 5.029
H 0.947 -1.582 5.655
H 9.393 1.513 0.441
H -1.106 -3.825 2.757
H 5.382 -0.482 1.688
H -0.343 -1.400 3.507
H -5.378 3.899 3.510
H 4.560 0.160 -2.470
H -5.259 -1.059 3.311
H -2.456 3.243 1.538
H -3.522 -3.873 7.072
H 9.036 -1.022 -2.767
H 6.589 -1.297 -2.419
H 4.445 -0.676 3.684
H -1.451 -0.689 -2.246
H 2.944 0.453 -3.934
H -5.402 4.534 5.889
H -5.173 0.540 1.438
H -4.224 3.202 1.591
H -1.064 -0.125 -4.670
H -3.841 -0.338 4.084
H -3.352 4.320 7.249
H -1.150 -4.556 6.972
H 0.056 -4.529 4.817
H -5.162 1.435 2.970
H -3.373 -3.431 1.636
H -1.239 2.783 3.863
H 6.969 1.355 0.976
```

Summary:
**HOMO-LUMO gap**: 4.575 eV
**Net charge**: +4
**Spin multiplicity**: 1
**ΔE to the lowest compared entry with this formula, charge and spin**: 0.00 kJ/mol
**Total energy**: -77203.1458 eV
**HOMO**: -17.76 eV
**Strongest force on any atom**: 0.49 eV/Å



The following is a DFT calculation (ωB97M-V/def2-TZVPD) of C36H31BrFeN2OP2Te as an isolated structure at a distorted geometry.

```
75
C36H31BrFeN2OP2Te ωB97M-V/def2-TZVPD
Te -3.149 -0.033 -0.031
Br -1.385 -0.925 4.131
Fe 0.763 -0.106 2.145
P -0.161 1.417 0.528
P -0.153 -1.542 0.401
O 2.606 -0.110 1.991
N -2.642 0.077 -4.910
N 0.928 0.394 4.560
C -1.109 -3.757 -1.118
C 0.005 -0.256 5.250
C 2.162 1.932 -2.806
C 1.118 1.561 -1.979
C -3.086 -4.980 -0.502
C 2.024 -1.930 -3.039
C 3.422 -2.613 -1.206
C -1.272 -2.926 -0.012
C 3.440 2.639 -0.896
C -2.315 3.073 0.995
C 0.027 -0.466 6.613
C 1.980 0.856 5.227
C -1.001 -0.041 -0.170
C 1.133 0.015 7.298
C 1.008 -1.614 -2.157
C 1.237 1.727 -0.603
C -2.738 -1.073 -4.276
C -3.219 4.085 0.730
C 2.130 0.673 6.592
C -1.090 3.640 -0.995
C -2.023 -4.768 -1.366
C -2.827 1.193 -4.236
C 2.397 2.271 -0.064
C 3.941 -0.083 1.695
C 1.200 -1.796 -0.791
C -2.002 4.647 -1.258
C -2.982 -1.166 -2.911
C 3.322 2.466 -2.266
C -3.071 4.866 -0.406
C -3.072 1.219 -2.869
C -2.321 -3.173 0.876
C 2.405 -2.304 -0.319
C -3.118 0.011 -2.194
C 3.232 -2.420 -2.565
C -3.225 -4.189 0.629
C -1.257 2.822 0.118
H 0.059 -1.246 -2.521
H -3.069 -2.130 -2.434
H 2.540 -2.454 0.745
H 1.864 -1.812 -4.100
H 4.459 -0.943 2.148
H -1.903 -5.394 -2.240
H 4.135 2.759 -2.914
H 4.337 3.074 -0.477
H 4.022 -2.664 -3.257
H -2.609 -1.958 -4.883
H -3.227 2.157 -2.359
H -3.776 5.657 -0.612
H -0.769 -0.990 7.115
H 1.216 -0.135 8.362
H -2.771 2.105 -4.813
H -0.280 -3.612 -1.796
H 3.015 1.033 7.089
H 4.419 0.835 2.074
H -2.412 -2.573 1.774
H -0.259 3.492 -1.667
H -1.877 5.263 -2.136
H 2.471 2.398 1.009
H 2.715 1.377 4.631
H -2.413 2.474 1.894
H -4.036 -4.373 1.316
H 2.063 1.827 -3.875
H -3.790 -5.777 -0.695
H -4.039 4.271 1.406
H 4.095 -0.120 0.603
H 4.353 -3.016 -0.832
H 0.205 1.161 -2.395
```

Summary:
**HOMO-LUMO gap (alpha / beta)**: 5.749 / 6.044 eV
**Net charge**: +1
**Spin multiplicity**: 2
**Total energy**: -173153.1221 eV
**HOMO (alpha / beta)**: -10.31 / -10.31 eV
**<S²>**: 0.8392
**Strongest force on any atom**: 3.30 eV/Å